# 1
The following is a DFT calculation (ωB97M-V with the def2-TZVPD basis set) of one molecule with the formula C5H10O2.

Last column: Mulliken charge in e.
Positions of all 17 atoms, in Å:
C: -2.421914 0.405747 -0.240697  -1.236
C: -1.217982 -0.553171 -0.166190  0.302
O: -0.853141 -0.377005 1.202342  -0.356
C: 0.531992 -0.134370 1.244790  -0.496
C: 1.017340 -0.418716 -0.176434  0.493
C: 2.191676 0.408411 -0.648672  -1.457
O: -0.138523 -0.101257 -0.942147  -0.399
H: -2.225250 1.426233 0.130692  0.268
H: -2.655032 0.463304 -1.289251  0.375
H: -3.300521 0.045594 0.299131  0.337
H: -1.354090 -1.650892 -0.337167  0.285
H: 0.729046 0.910944 1.517078  0.283
H: 0.986443 -0.790521 1.990134  0.281
H: 1.233123 -1.494190 -0.278012  0.257
H: 2.433720 0.185765 -1.690915  0.341
H: 3.078898 0.198575 -0.043474  0.373
H: 1.964223 1.475557 -0.571200  0.349

Atomic forces in eV per Å
-0.0434 -0.6274 -1.1443
-0.7502 1.1030 1.3880
0.7100 -0.5811 0.2857
0.5058 0.0020 0.2205
0.1846 -0.0633 0.0829
0.0561 0.0357 -0.0250
-0.2917 0.0721 0.0417
0.5138 -0.6797 -0.1326
-0.5944 0.3021 -0.5576
0.2572 -0.2810 -0.0581
-0.4583 0.7902 -0.1254
-0.0333 -0.0621 -0.0137
0.1423 0.0498 -0.0260
-0.0008 0.0866 -0.0333
-0.0586 -0.0158 0.1141
-0.1139 -0.0076 -0.0382
-0.0251 -0.1237 0.0213

Output
HOMO level	-9.6	eV
structure (SMILES)	C[C@@H]1OC[C@H](C)O1
energy relative to the best compared isomer or geometry (same formula, charge and spin)	1.557	eV
net charge	0
gap between HOMO and LUMO	0.395	Ha


# 2
The following is a DFT calculation (ωB97M-V with the def2-TZVPD basis set) of C39H50AlF4N9O5PS as an isolated structure.

Last column: Mulliken charge in e.
Positions of all 110 atoms, in Å:
C: -7.041822 6.945717 -2.410333  -0.529
C: -8.017959 6.649007 -1.545771  -0.325
Al: -8.037916 5.070434 -0.398862  -0.093
C: -6.445311 3.851532 -0.812206  0.552
F: -6.444574 2.630991 -0.201314  -0.264
F: -6.323305 3.545301 -2.161618  -0.426
F: -5.233199 4.380643 -0.489459  -0.172
P: -10.087333 3.883183 -0.729146  0.878
O: -11.041930 4.055747 0.380283  -0.661
O: -9.830027 2.283853 -0.949966  -0.497
O: -10.758269 4.370830 -2.134730  -0.514
S: -7.832714 5.781455 1.818349  1.004
O: -8.857605 6.726535 2.159012  -0.597
O: -6.458900 6.153666 2.051848  -0.584
F: -8.076046 4.530947 2.798257  -0.257
H: -6.872109 7.962847 -2.759859  0.245
H: -6.373098 6.182066 -2.798906  0.163
H: -8.831830 7.368031 -1.434909  0.368
H: -9.115415 2.134068 -1.579618  0.314
H: -10.086232 4.627610 -2.776201  0.329
N: -2.281255 3.667798 -0.199841  0.274
C: -1.065283 3.322938 -0.711179  -0.309
C: -0.117649 4.085126 -0.076032  -0.848
C: -0.796724 4.916942 0.859797  -0.657
C: -2.134908 4.630656 0.755341  -0.550
H: -3.164665 3.275535 -0.480211  0.214
H: -0.977186 2.567169 -1.472693  0.260
H: 0.944910 4.050597 -0.261513  0.624
H: -0.358474 5.639990 1.528252  0.419
H: -2.990507 5.029497 1.274621  0.563
N: 1.289978 1.879656 1.995059  0.257
C: 2.509544 1.497233 1.521197  -0.784
C: 2.727265 0.197153 1.910798  -0.266
C: 1.582567 -0.217488 2.646322  -0.803
C: 0.714197 0.843875 2.676469  -0.967
H: 0.870807 2.785796 1.851011  0.137
H: 3.119746 2.175778 0.948035  0.505
H: 3.606637 -0.389309 1.694769  0.895
H: 1.420440 -1.179576 3.103218  0.453
H: -0.260097 0.952424 3.123818  0.586
N: -4.126326 1.536599 -2.243172  0.229
C: -2.936053 1.572497 -2.914133  -0.777
C: -2.267481 0.404849 -2.650599  -0.298
C: -3.095338 -0.364965 -1.787097  -0.168
C: -4.234598 0.362086 -1.556531  -0.706
H: -4.814632 2.272173 -2.254089  0.180
H: -2.667780 2.421301 -3.520712  0.404
H: -1.296378 0.135674 -3.033421  0.466
H: -2.879484 -1.338151 -1.377713  0.309
H: -5.105571 0.146505 -0.961801  0.436
N: -2.238628 -4.222362 -1.451216  0.063
C: -2.773959 -5.313001 -2.080746  -0.471
C: -3.484770 -6.027984 -1.155197  -0.472
C: -3.375293 -5.339076 0.083298  -0.526
C: -2.602020 -4.230154 -0.132607  -0.432
H: -1.670073 -3.518930 -1.885732  0.219
H: -2.619891 -5.488392 -3.130729  0.372
H: -4.025299 -6.940320 -1.343830  0.395
H: -3.816741 -5.623897 1.023418  0.403
H: -2.283718 -3.448885 0.536332  0.436
N: 5.024966 -2.059022 0.159245  0.133
C: 5.539949 -3.111291 0.870002  -0.899
C: 6.805658 -2.771548 1.266332  -0.421
C: 7.063390 -1.460613 0.778956  -0.365
C: 5.946166 -1.046461 0.101839  -0.570
H: 4.110002 -2.031181 -0.254475  0.202
H: 4.965269 -4.008068 1.026904  0.461
H: 7.472378 -3.391237 1.841690  0.458
H: 7.965181 -0.886642 0.914135  0.550
H: 5.728585 -0.124009 -0.409684  0.441
N: -0.563579 -6.213155 -4.919298  0.117
C: -1.232476 -7.373907 -5.193185  -0.237
C: -0.451805 -8.117220 -6.037471  -0.547
C: 0.736486 -7.374617 -6.279946  -0.416
C: 0.636930 -6.205080 -5.574998  -0.518
H: -0.901565 -5.478396 -4.327578  0.125
H: -2.200569 -7.573192 -4.766182  0.332
H: -0.702982 -9.085797 -6.436162  0.379
H: 1.567791 -7.666616 -6.899530  0.394
H: 1.315128 -5.373964 -5.484999  0.387
N: 2.089936 1.174820 5.721939  0.163
C: 1.707148 1.271695 7.028262  -0.639
C: 2.772006 0.872478 7.798308  -0.394
C: 3.832812 0.523831 6.914086  -0.869
C: 3.370704 0.723131 5.638809  -0.268
H: 1.530273 1.392870 4.914863  0.234
H: 0.721812 1.609125 7.300039  0.398
H: 2.788943 0.833559 8.874933  0.389
H: 4.815053 0.172506 7.182353  0.411
H: 3.826644 0.589273 4.673103  0.568
N: 5.833814 2.385214 3.406181  0.127
C: 7.006138 1.996675 2.826413  -0.101
C: 8.018068 2.731695 3.385696  -0.567
C: 7.423213 3.600041 4.344130  -0.537
C: 6.073720 3.358967 4.333957  -0.467
H: 4.931050 2.003152 3.180258  0.246
H: 7.020143 1.230391 2.069803  0.107
H: 9.064143 2.655381 3.139742  0.392
H: 7.928521 4.315127 4.971767  0.406
H: 5.271329 3.790144 4.907514  0.394
N: 6.407823 -4.229969 -2.353701  0.095
C: 5.353025 -5.055592 -2.623505  -0.289
C: 5.808161 -6.076786 -3.415740  -0.591
C: 7.196264 -5.856953 -3.628601  -0.486
C: 7.534170 -4.710242 -2.958396  -0.483
H: 6.360292 -3.399514 -1.787612  0.232
H: 4.371188 -4.850983 -2.231512  0.361
H: 5.214112 -6.890011 -3.798110  0.417
H: 7.868139 -6.470309 -4.205461  0.385
H: 8.476733 -4.199514 -2.860924  0.361

Atomic forces in eV per Å
-0.1882 0.0866 0.1053
-0.1531 -0.2324 -0.2036
-0.4369 -0.2820 -0.6396
0.0986 0.0190 0.4111
-0.1134 -0.1069 -0.0595
-0.1342 0.0025 -0.1265
0.2102 0.0952 -0.0801
-0.0683 -0.1061 0.6760
-0.0779 -0.0267 -0.1647
0.0371 0.1513 -0.1604
0.1203 -0.0997 -0.0363
0.1636 0.3942 -0.1103
-0.0289 -0.0614 0.0702
-0.0204 -0.1427 0.0624
-0.0077 -0.0772 -0.0393
-0.2987 -0.1539 -0.4949
0.4249 0.1651 0.4442
0.4459 0.4122 0.4161
0.0185 -0.1260 -0.0216
0.0093 0.0988 -0.0450
-0.0356 -0.0217 0.0273
0.0696 0.0028 0.0149
0.0973 0.0347 0.0679
0.0206 -0.0605 0.0529
-0.0150 -0.0102 0.0332
0.0229 -0.0096 -0.0037
-0.0062 0.0362 0.0677
-0.0092 0.0401 -0.0658
-0.0078 0.0322 -0.0278
0.0008 0.0206 -0.0246
0.0405 0.0548 0.1243
0.0191 0.0382 0.0480
0.0188 -0.0303 0.0200
0.0501 -0.0109 -0.0396
-0.0112 0.1010 -0.0337
-0.1336 -0.0810 -0.1512
-0.0037 -0.0081 -0.0136
-0.0054 0.0200 0.0371
0.0015 0.0063 0.0138
-0.0299 -0.0378 -0.0582
0.1181 0.0955 -0.0228
-0.0530 -0.0534 -0.0807
-0.0540 -0.0258 -0.0225
0.0601 -0.0078 -0.0048
0.0116 -0.0148 0.0386
-0.0840 -0.0863 -0.0421
0.0031 -0.0068 0.0094
0.0037 0.0022 -0.0029
-0.0503 0.0003 0.0182
0.0100 0.0102 0.0128
0.0260 -0.0067 0.0030
0.0092 0.0049 0.0183
0.0113 0.0031 0.0168
-0.0005 -0.0088 -0.0051
0.0222 0.0026 0.0065
-0.0505 0.0269 -0.0055
-0.0801 0.0181 -0.0121
-0.0022 0.0044 -0.0018
-0.0034 0.0046 -0.0033
-0.0043 0.0010 0.0016
0.0253 -0.0623 -0.0743
-0.0513 -0.0074 -0.0227
-0.0225 0.0165 -0.0213
0.0074 0.0140 -0.0211
0.0089 -0.0112 -0.0454
-0.0205 0.0357 0.0682
0.0135 -0.0047 0.0120
-0.0042 0.0041 0.0041
0.0034 -0.0096 -0.0004
0.0033 -0.0012 -0.0013
0.0486 -0.0165 -0.0428
-0.0166 0.0109 0.0022
0.0090 0.0023 -0.0005
-0.0061 -0.0106 0.0019
-0.0070 0.0116 -0.0064
0.0444 -0.0125 0.0239
0.0043 -0.0077 0.0015
0.0005 0.0014 0.0024
0.0009 0.0012 0.0050
0.0066 -0.0033 -0.0080
-0.1828 0.1453 -0.1383
0.1716 -0.0458 0.0547
0.0115 -0.0061 -0.0256
-0.0942 0.0472 0.0502
0.1195 0.0004 0.0021
-0.0626 -0.0815 0.0501
0.0061 0.0045 0.0079
-0.0006 -0.0045 -0.0020
-0.0012 0.0058 0.0043
0.0726 -0.1090 0.0545
-0.1437 -0.0355 -0.0293
0.0853 -0.0451 -0.0910
-0.0582 0.0540 0.0512
0.0104 -0.0189 -0.0018
0.0449 0.0039 -0.0258
-0.0164 0.0276 0.0302
-0.0002 -0.0177 0.0215
-0.0015 0.0040 -0.0006
-0.0015 -0.0023 0.0000
0.0059 -0.0148 0.0161
-0.0224 0.0815 0.0206
-0.0041 0.0199 -0.0008
0.0071 -0.0121 -0.0061
-0.0116 -0.0020 0.0052
0.0023 0.0209 -0.0065
0.0484 -0.0472 0.0680
-0.0037 -0.0107 -0.0032
-0.0046 0.0009 0.0025
-0.0015 -0.0003 0.0021
0.0000 -0.0035 -0.0011

Output
HOMO level	-6.6	eV
net charge	-1
gap between HOMO and LUMO	0.286	Ha


# 3
The following is a DFT calculation (ωB97M-V with the def2-TZVPD basis set) of C22H34BrMnNO3P2 as an isolated structure.

Last column: Löwdin spin population.
Positions of all 64 atoms, in Å:
Mn: 0.506065 0.619356 -0.345807  2.844
P: -2.507581 -2.592930 -1.729358  0.000
P: 0.765603 2.945254 0.177489  -0.029
N: -1.079392 0.939257 -1.011074  0.005
H: -1.444048 -2.040615 -1.006584  0.000
C: -3.721943 -3.100342 -0.504037  0.000
H: -4.296483 -3.971152 -0.839817  0.000
H: -4.410410 -2.269879 -0.307733  0.000
H: -3.198150 -3.358143 0.425555  0.000
C: -1.697386 -3.928160 -2.617367  0.000
H: -2.440975 -4.478490 -3.207429  0.000
H: -1.208727 -4.602218 -1.906532  0.000
H: -0.937451 -3.494785 -3.278845  0.000
C: -3.010649 -1.302914 -2.864184  0.001
H: -3.556799 -1.723883 -3.714346  0.000
H: -2.097305 -0.806853 -3.218999  0.001
H: -3.624258 -0.556417 -2.345001  0.001
C: 0.122430 3.375559 1.813764  -0.009
H: 0.573180 4.329559 2.114145  -0.002
H: 0.403560 2.591201 2.550010  0.000
H: -0.966159 3.472948 1.750878  0.000
C: 2.577523 3.038305 0.196071  0.008
H: 2.888006 4.045621 0.499424  0.001
H: 2.950419 2.823679 -0.810885  0.001
H: 2.990891 2.288100 0.880756  0.001
C: 0.225328 4.296272 -0.906703  -0.005
H: 0.849371 5.178587 -0.686719  -0.001
H: -0.832210 4.525276 -0.721877  0.000
H: 0.344504 4.011758 -1.959943  0.000
C: -1.810134 1.749001 -1.745056  0.027
C: -3.944191 2.919341 -2.038207  0.001
C: -3.092949 2.176733 -1.245209  0.019
C: -1.420897 2.161442 -3.070265  0.023
C: -2.291560 2.904852 -3.850287  0.002
C: -3.542645 3.278136 -3.335682  0.031
H: -4.931378 3.212289 -1.652938  -0.001
H: -3.350422 1.838431 -0.232488  0.003
H: -0.438338 1.829048 -3.434237  0.003
H: -1.999949 3.191717 -4.870898  -0.001
H: -4.223001 3.857351 -3.960212  0.002
C: 0.723989 -2.417724 0.275506  0.004
O: 0.682593 -1.475049 -0.554502  0.023
C: -0.354577 -2.681981 1.277533  0.001
H: 0.107170 -2.786278 2.271793  0.000
H: -0.895396 -3.621204 1.061713  0.000
H: -1.064762 -1.842417 1.316366  0.000
C: 1.890395 -3.331305 0.365216  0.000
H: 2.410726 -3.120898 1.311081  0.000
H: 2.569876 -3.171616 -0.466641  0.000
H: 1.539464 -4.367652 0.411591  0.000
Br: 3.846748 -0.322899 0.225431  0.018
C: 3.932020 -0.671315 2.119075  0.001
C: 5.043278 -1.303393 2.677232  0.000
C: 5.033053 -1.697006 4.028127  0.000
C: 3.893665 -1.478377 4.822722  0.000
C: 2.795456 -0.844174 4.272634  0.000
C: 2.847198 -0.377154 2.959897  0.001
C: 1.708105 0.508280 2.570207  0.003
O: 1.534953 1.509705 3.295081  -0.001
O: 1.024333 0.152899 1.546412  0.024
H: 5.915686 -1.492476 2.049354  0.000
H: 5.921321 -2.153235 4.458889  0.000
H: 3.875159 -1.773483 5.868115  0.000
H: 1.898055 -0.613538 4.847797  0.000

Atomic forces in eV per Å
-0.0522 0.7864 0.8992
1.1884 1.1506 0.2382
-0.2547 -2.1371 -0.6833
-0.7268 -0.7784 -0.3847
-0.2605 0.2312 0.0003
-0.3032 -0.3486 -0.0342
0.0669 0.2040 0.0287
0.2228 -0.1253 -0.0559
-0.1208 0.0884 -0.2780
-0.4326 -0.3702 -0.0849
0.2949 0.0112 0.0549
-0.1134 0.0671 -0.1339
-0.2166 -0.0198 0.1675
-0.2873 -0.1198 -0.1620
-0.0120 0.0643 0.1355
-0.1472 -0.0033 0.2053
0.2244 -0.0267 -0.0653
0.2013 0.3370 0.1436
-0.2289 0.0127 0.1462
-0.3338 0.7508 -0.7112
0.1391 0.0443 -0.1086
0.2455 0.8409 0.4036
0.3221 -0.1393 0.0130
-0.1054 0.0837 0.1538
-0.1595 0.3414 -0.1114
0.2890 0.3383 -0.0755
-0.3224 -0.0991 -0.1170
0.2654 -0.0992 -0.0894
-0.0587 0.0884 0.3085
-0.3265 -0.0815 -0.2693
0.1582 -0.0605 -0.1643
0.1043 -0.2126 -0.2268
-0.2235 -0.0067 0.1418
-0.0665 -0.0160 0.2871
-0.5124 0.4283 -0.4929
0.4375 -0.0362 -0.2586
0.0467 0.2526 -0.4124
-0.4325 0.1601 0.1498
-0.2054 -0.0651 0.4598
0.1449 -0.1020 0.1227
0.1123 1.8377 -1.2470
0.0864 -2.2594 1.4409
-0.6240 0.4994 0.3214
-0.1460 -0.0425 -0.3047
0.2952 0.1996 0.0206
0.2447 -0.2025 -0.0493
0.2287 -0.1132 -0.0813
-0.0417 -0.0241 -0.1684
0.0535 -0.0743 0.0235
0.1430 0.0360 -0.0134
0.4136 -0.0727 0.6543
-0.4355 -0.3015 0.8386
0.1096 -0.2271 0.0690
-0.4046 0.4118 -0.2504
0.4798 -0.2988 -0.2893
0.4448 0.2841 -0.0953
0.0546 -0.2157 -0.3797
-0.7090 1.0518 -0.2671
0.4803 -1.6869 -0.2997
0.7128 -0.1775 1.0342
-0.2206 0.0011 0.2404
-0.1741 0.0429 -0.1260
0.0876 -0.0819 -0.1722
0.3598 -0.0207 -0.0389

Output
HOMO level (alpha / beta)	-4.6 / -4.8	eV
net charge	0
gap between HOMO and LUMO (alpha / beta)	0.154 / 0.163	Ha
⟨S²⟩	3.83
spin multiplicity	4